Here is C10H12CuN2O6 as an isolated structure in a non-equilibrium geometry from the Open Molecules 2025 dataset. Energies are from ωB97M-V with the def2-TZVPD basis set.

Atoms and positions in Å:
Cu -4.774 -0.600 -3.147
O -3.041 -4.572 -3.600
O -2.628 0.311 -2.712
O -0.681 1.204 -2.310
O -2.900 -4.057 -1.492
O -3.540 -2.537 -2.898
O -1.835 0.443 -0.640
N 3.319 1.798 0.136
N 0.560 -0.051 1.659
C 1.691 3.067 1.149
C 0.863 -2.052 2.667
C 1.254 2.736 -0.121
C -1.812 0.745 -1.870
C 1.177 -1.260 1.497
C -0.138 -0.055 2.849
C 2.998 2.556 1.235
C 0.039 -1.277 3.402
C -3.205 -3.719 -2.624
C 2.223 1.986 -0.778
H -0.536 0.900 3.161
H 4.248 1.579 -0.193
H 1.574 -1.470 0.515
H -0.168 1.240 -1.499
H 3.723 2.655 2.029
H 0.523 0.662 0.945
H 1.143 -3.065 2.917
H 1.153 3.558 1.945
H 0.340 3.109 -0.558
H -0.297 -1.382 4.423
H -3.487 -4.077 -4.291
H 2.215 1.623 -1.795

Computed properties:
* E_tot: -2589.51871 Eh
* HOMO energy (spin up / spin down): -6.815 / -6.815 eV
* <S²>: 0.76
* multiplicity: 2
* charge: 0
* gap between HOMO and LUMO (spin up / spin down): 6.34 / 2.31 eV
* energy relative to the best compared isomer or geometry (same formula, charge and spin): 28.1 kcal/mol

Atom charges from the Löwdin analysis, given in e for atoms 1 to 8: number 1, Cu, carries 0.649; number 2, O, carries 0.104; number 3, O, carries -0.046; number 4, O, carries 0.091; number 5, O, carries -0.003; number 6, O, carries -0.092; number 7, O, carries -0.069; number 8, N, carries 0.027

Here is C24H24AlCl60N2O2P2S2 as an isolated structure in a non-equilibrium geometry from the Open Molecules 2025 dataset. Energies are from ωB97M-V with the def2-TZVPD basis set.

Atoms and positions in Å:
Cl -4.069 -3.806 3.406
Cl -6.620 -2.487 3.291
Cl 11.522 -1.022 0.600
Cl -5.233 8.213 -1.091
Cl -3.238 5.330 -8.464
Cl 8.245 4.113 -1.802
Cl -3.700 -1.988 -7.806
Cl -0.780 -5.510 13.813
Cl -10.775 -6.810 8.625
Cl 0.579 -3.516 12.240
Cl -3.949 3.360 -2.909
Cl -6.785 -2.637 10.140
Cl 4.568 6.116 -0.260
Cl -11.115 -9.156 10.263
Cl 9.559 1.561 -1.606
Cl 4.630 5.284 -5.473
Cl -5.635 -0.880 -9.633
Cl -6.246 2.166 -1.660
Cl 9.350 -2.113 -0.941
Cl -1.501 5.897 -1.706
Cl -0.692 4.330 0.570
Cl -6.380 -5.027 4.622
Cl -6.130 -3.543 7.477
Cl 1.689 5.840 5.077
Cl 1.008 3.064 4.713
Cl 6.903 6.286 -4.027
Cl -8.473 -8.151 9.706
Cl 0.373 -6.219 11.270
Cl 11.488 -3.827 -0.056
Cl 4.308 7.562 2.219
Cl -0.775 1.946 -5.271
Cl 10.350 3.732 0.131
Cl -4.466 9.317 1.459
Cl 1.821 3.161 -5.277
Cl -7.042 -5.425 9.446
Cl -0.224 4.150 -7.052
Cl -5.873 4.648 -7.511
Cl -3.800 5.321 -5.633
Cl 11.966 -1.870 -2.116
Cl -6.048 2.319 -4.530
Cl -0.902 3.100 -2.023
Cl 7.811 2.407 0.485
Cl -0.708 5.105 3.646
Cl -3.683 2.838 -7.080
Cl -5.481 0.085 -6.924
Cl -6.356 7.144 1.336
Cl 2.451 5.460 1.574
Cl -3.585 6.683 0.692
Cl 7.179 5.533 -6.792
Cl -1.969 -4.545 11.376
Cl -0.546 4.712 6.495
Cl 5.177 4.814 2.233
Cl -10.009 -9.395 7.614
Cl -6.158 -4.874 1.745
Cl 0.974 1.573 -7.526
Cl -6.493 4.720 -2.985
Cl 1.226 4.962 -1.484
Cl 6.788 3.501 -4.790
Cl -4.427 -4.236 9.695
Cl -6.501 -2.557 -7.454
S 5.370 -3.334 -2.770
S 2.885 -1.980 -2.019
P -2.508 -3.074 0.492
P -2.012 -0.206 -2.225
Al -2.079 -2.524 -1.787
O -3.409 0.095 -3.141
O -3.437 -3.187 -2.752
N 5.220 -1.712 -0.710
N -1.336 -2.745 1.551
C 0.729 -3.482 -1.445
C 5.028 -0.253 -0.834
C 11.076 -2.210 -0.628
C -4.143 4.532 -7.170
C -5.796 -4.049 3.265
C -2.376 0.690 -0.653
C 2.126 -3.620 -2.054
C 0.439 2.704 -6.278
C -10.096 -8.379 9.051
C -0.367 -3.292 -2.476
C 4.649 -2.169 0.574
C -0.448 -4.947 12.173
C -5.685 3.143 -3.015
C 5.947 0.353 -1.867
C -6.097 -3.955 9.186
C 6.374 5.144 -5.271
C 4.119 5.985 1.443
C 4.577 -2.351 -1.788
C 4.716 -3.660 0.787
C -4.907 7.835 0.603
C 8.995 2.962 -0.699
C -5.329 -1.337 -7.952
C 0.365 4.679 4.982
C -0.464 4.569 -1.174
H 3.992 0.004 -1.029
H 5.261 0.170 0.125
H -1.436 1.065 -0.304
H 0.537 -4.367 -0.863
H 3.641 -1.810 0.714
H 6.194 -0.340 -2.650
H -4.023 -3.755 -2.202
H 2.739 -4.299 -1.494
H 5.496 -3.931 1.470
H 5.239 -1.693 1.334
H 3.795 -3.999 1.225
H 6.839 0.687 -1.376
H -2.872 0.123 0.113
H 5.483 1.235 -2.272
H -0.011 -2.617 -3.238
H -2.814 -4.456 0.562
H 0.760 -2.625 -0.795
H 2.049 -3.993 -3.058
H -3.719 -2.485 0.893
H -2.990 1.539 -0.899
H -0.586 -4.230 -2.966
H -3.570 -0.700 -3.697
H -0.570 -2.299 1.059
H 4.843 -4.206 -0.130

Computed properties:
* E_tot: -30521.81017 Eh
* HOMO energy: -4.401 eV
* multiplicity: 1
* charge: -1
* gap between HOMO and LUMO: 5.57 eV

Atom charges from the Löwdin analysis, given in e for atoms 1 to 8: number 1, Cl, carries 0.541; number 2, Cl, carries 0.514; number 3, Cl, carries 0.508; number 4, Cl, carries 0.515; number 5, Cl, carries 0.510; number 6, Cl, carries 0.495; number 7, Cl, carries 0.537; number 8, Cl, carries 0.519

Here is one molecule with the formula C8H6O3 in a non-equilibrium geometry from the Open Molecules 2025 dataset. Energies are from ωB97M-V with the def2-TZVPD basis set.

Atoms and positions in Å:
O -0.806 1.783 1.802
O 0.861 -0.970 0.453
O 0.797 1.799 0.176
C 1.566 -0.560 -0.681
C -1.172 -1.035 1.682
C -1.548 -0.171 -1.792
C -0.406 -0.446 0.527
C -0.190 1.257 0.941
C 1.284 1.011 -0.909
C -1.238 -0.459 -0.663
C -1.407 -1.445 2.796
H -2.073 -1.743 3.592
H 2.201 1.485 -1.245
H 2.652 -0.686 -0.725
H 1.155 -0.948 -1.680
H 0.532 1.183 -1.660
H -2.208 -0.056 -2.615

Computed properties:
* E_tot: -533.76063 Eh
* HOMO energy (spin up / spin down): -4.310 / -9.979 eV
* <S²>: 2.02
* multiplicity: 3
* charge: 0
* gap between HOMO and LUMO (spin up / spin down): 4.92 / 5.98 eV
* energy relative to the best compared isomer or geometry (same formula, charge and spin): 0.8 kcal/mol

Atom charges from the Löwdin analysis, given in e for atoms 1 to 8: number 1, O, carries 0.217; number 2, O, carries 0.005; number 3, O, carries 0.060; number 4, C, carries -0.107; number 5, C, carries -0.048; number 6, C, carries 0.088; number 7, C, carries -0.386; number 8, C, carries -0.290

Here is a 3-piece molecular cluster, C15H34IN6OP overall from the Open Molecules 2025 dataset. Energies are from ωB97M-V with the def2-TZVPD basis set.

Atoms and positions in Å:
I -6.708 -5.215 -1.218
P -6.105 -2.910 -0.686
O -6.420 -2.848 0.928
N 3.208 -1.154 -0.904
N -0.915 2.470 1.372
N -3.781 -4.353 -0.025
N -2.286 -2.112 -0.311
N -2.505 -4.409 0.222
N -3.577 -2.060 -0.548
C -2.757 0.724 1.584
C -4.295 -3.174 -0.396
C 2.798 -0.468 -2.116
C 5.672 -0.477 -1.032
C 3.084 -1.269 -3.377
C -2.930 4.029 1.592
C 3.097 0.862 0.679
C 4.602 -1.562 -0.853
C -1.769 -3.287 0.084
C 2.669 -0.560 0.304
C -0.872 2.504 -0.080
C -1.334 1.188 1.911
C -0.197 3.754 -0.624
C -0.300 -3.382 0.385
C -1.503 3.640 2.001
H -1.464 3.478 3.081
H -7.285 -2.456 1.080
H 4.153 -1.364 -3.571
H 2.894 -1.230 1.139
H 2.446 1.240 1.470
H 0.174 -4.060 -0.327
H 2.639 -0.771 -4.239
H -0.786 4.653 -0.437
H -0.847 4.493 1.809
H 4.758 -2.326 -1.617
H 6.641 -0.944 -1.215
H 3.250 0.532 -2.220
H -1.868 2.416 -0.543
H -3.051 4.028 0.508
H 2.660 -2.270 -3.300
H -0.140 -3.777 1.389
H -2.961 0.797 0.516
H 5.453 0.165 -1.887
H -3.513 1.299 2.119
H 0.161 -2.400 0.279
H 3.014 1.543 -0.168
H 5.773 0.158 -0.153
H 4.753 -2.069 0.104
H 4.121 0.897 1.048
H 1.719 -0.305 -2.036
H 0.785 3.890 -0.174
H -2.883 -0.323 1.864
H -0.073 3.666 -1.705
H -0.631 0.432 1.542
H -3.680 3.361 2.014
H -0.313 1.621 -0.401
H -1.201 1.222 2.996
H 1.578 -0.569 0.199
H -3.151 5.038 1.945

Computed properties:
* E_tot: -1634.68907 Eh
* HOMO energy: -8.090 eV
* multiplicity: 1
* charge: 0
* gap between HOMO and LUMO: 7.28 eV
* structure (SMILES): Cc1nnc(P(O)I)nn1.CCN(CC)CC.CCN(CC)CC

Atom charges from the Löwdin analysis, given in e for atoms 1 to 8: number 1, I, carries 0.371; number 2, P, carries 0.491; number 3, O, carries -0.408; number 4, N, carries -0.200; number 5, N, carries -0.199; number 6, N, carries 0.021; number 7, N, carries 0.096; number 8, N, carries 0.097

Here is a 6-piece molecular cluster, C39H41NO24 overall in a non-equilibrium geometry from the Open Molecules 2025 dataset. Energies are from ωB97M-V with the def2-TZVPD basis set.

Atoms and positions in Å:
O 4.747 -1.294 -2.092
O -5.832 0.631 -0.898
O -8.326 -6.353 -1.852
O -0.880 3.414 1.712
O 8.621 -2.248 0.593
O 0.418 -2.164 -1.839
O -7.414 -4.091 -0.826
O -0.359 7.083 0.465
O -5.140 -0.616 4.402
O 10.686 0.472 -0.596
O -0.357 0.858 1.328
O 8.807 0.336 0.617
O -0.117 1.767 -4.331
O -1.421 0.173 5.846
O -1.990 2.741 6.224
O -2.765 1.413 -4.083
O -7.523 -0.957 0.376
O -2.193 -2.560 -1.662
O -2.468 3.372 -1.491
O -3.492 1.052 3.140
O 0.755 7.805 -1.830
O -11.399 -3.314 1.532
O -12.279 -5.619 0.568
O -1.280 4.022 -3.738
N 6.024 0.200 -0.383
C 8.023 1.439 0.179
C -8.544 -4.395 -0.492
C -0.566 0.708 -3.672
C 9.527 -0.290 -0.392
C -1.474 5.197 -0.411
C -6.602 -0.531 1.047
C -2.598 -0.597 -2.872
C -6.405 -0.866 2.450
C -0.612 6.369 -0.486
C -10.596 -4.005 0.727
C -5.613 0.385 0.388
C -1.294 0.893 4.872
C -2.062 0.560 -3.575
C -1.684 4.457 -1.500
C -4.583 0.913 1.061
C -1.453 3.205 3.992
C -0.734 1.245 2.547
C -9.369 -3.587 0.396
C 11.473 0.034 -1.684
C -4.402 0.596 2.468
C -11.162 -5.295 0.210
C 0.261 -0.186 -3.108
C -0.211 5.963 -2.907
C 6.575 1.184 0.555
C -1.018 2.709 2.697
C -0.003 6.714 -1.817
C -1.053 4.781 -2.814
C 9.822 -1.690 0.120
C -10.346 -6.091 -0.696
C -0.276 -1.328 -2.387
C -9.119 -5.673 -1.029
C -5.373 -0.342 3.122
C 4.920 -0.567 0.206
C 8.764 -3.627 0.819
C -0.862 0.400 3.570
C 3.966 -1.096 -0.896
C -1.766 -1.486 -2.316
C 3.361 -2.455 -0.553
C -1.588 2.356 5.016
H 8.922 -0.392 -1.303
H 9.046 -4.160 -0.088
H 0.741 8.152 -0.917
H 6.752 -0.477 -0.570
H 0.228 6.196 -3.866
H -7.501 -5.832 -1.919
H -12.220 -3.838 1.606
H -0.349 1.669 0.782
H 7.832 -4.029 1.193
H -2.467 3.025 -2.406
H 6.502 0.856 1.593
H -3.673 -0.699 -2.821
H -1.922 4.962 0.537
H 8.042 1.515 -0.905
H 11.657 -1.038 -1.687
H 8.353 2.381 0.608
H 10.193 -2.323 -0.689
H 3.525 -3.104 -1.401
H -1.667 4.261 4.080
H -4.338 -0.117 4.651
H -7.113 -1.540 2.910
H 3.780 -2.905 0.339
H 4.540 -0.593 -2.720
H -0.662 -0.659 3.480
H -8.950 -2.661 0.763
H -1.996 1.934 6.775
H 6.039 2.124 0.442
H 2.286 -2.335 -0.455
H -3.866 1.577 0.596
H 1.337 -0.092 -3.165
H 5.314 -1.435 0.735
H -6.637 0.129 -1.136
H 4.387 0.063 0.911
H 12.427 0.536 -1.602
H 3.213 -0.353 -1.140
H -10.768 -7.011 -1.075
H 11.049 0.316 -2.650
H 9.512 -3.814 1.592
H -0.895 2.272 -4.640
H 10.585 -1.653 0.900
H -1.389 -3.028 -1.360

Computed properties:
* E_tot: -3371.14771 Eh
* HOMO energy: -8.646 eV
* multiplicity: 1
* charge: 0
* gap between HOMO and LUMO: 6.87 eV
* energy relative to the best compared isomer or geometry (same formula, charge and spin): 0.0 kcal/mol
* structure (SMILES): COC[C@H](OC)OCCNC[C@H](C)O.O=C1C=C(O)C(=O)C=C1O.O=C1C=C(O)C(=O)C=C1O.O=C1C=C(O)C(=O)C=C1O.O=C1C=C(O)C(=O)C=C1O.O=C1C=C(O)C(=O)C=C1O

Atom charges from the Löwdin analysis, given in e for atoms 1 to 8: number 1, O, carries -0.069; number 2, O, carries 0.119; number 3, O, carries 0.113; number 4, O, carries 0.089; number 5, O, carries -0.167; number 6, O, carries 0.101; number 7, O, carries 0.107; number 8, O, carries 0.117

Here is one molecule with the formula C21H23ClN2O5S in a non-equilibrium geometry from the Open Molecules 2025 dataset. Energies are from ωB97M-V with the def2-TZVPD basis set.

Atoms and positions in Å:
Cl -3.395 1.461 -3.830
S -0.816 -0.033 -3.069
O 0.845 3.174 1.043
O -1.883 -0.994 -3.059
O 0.952 2.837 4.671
O -1.132 3.780 1.928
O -0.345 0.458 -4.326
N -0.457 1.618 3.346
N 0.468 -0.551 -2.150
C 0.098 -1.410 -1.048
C 1.432 -3.506 -1.603
C -1.139 2.907 -0.250
C 1.939 -3.393 -3.044
C 1.598 -2.078 -3.754
C -1.375 1.389 -2.094
C -0.015 0.297 3.498
C -0.477 4.028 3.164
C 0.045 -2.906 -1.368
C -0.159 -1.983 2.746
C -3.053 3.077 -1.694
C 1.359 -1.390 4.500
C 0.104 2.759 3.817
C -2.350 3.507 -0.585
C 0.954 -0.070 4.425
C -0.571 -0.667 2.659
C 0.809 -2.349 3.666
C -0.344 3.311 0.937
C -0.650 1.853 -1.018
C 1.693 -0.830 -2.872
C -2.563 2.014 -2.449
H 2.506 -0.910 -2.147
H 2.270 -1.961 -4.605
H -3.977 3.550 -1.983
H -1.206 1.725 2.673
H 0.292 1.394 -0.761
H 2.113 -1.671 5.220
H -0.602 -3.062 -2.230
H -1.323 -0.379 1.937
H 0.353 4.729 3.030
H 1.414 -4.565 -1.336
H -0.417 -3.401 -0.511
H 3.023 -3.523 -3.032
H -0.595 -2.721 2.090
H 1.864 0.044 -3.501
H 0.803 -1.232 -0.226
H 1.131 -3.377 3.732
H 2.137 -3.020 -0.924
H 0.582 -2.112 -4.150
H -0.893 -1.076 -0.731
H 1.386 0.678 5.069
H 1.522 -4.210 -3.637
H -1.228 4.470 3.821
H -2.726 4.320 0.016

Computed properties:
* E_tot: -2158.14516 Eh
* HOMO energy: -8.812 eV
* multiplicity: 1
* charge: 0
* gap between HOMO and LUMO: 8.64 eV
* energy relative to the best compared isomer or geometry (same formula, charge and spin): 9.4 kcal/mol
* structure (SMILES): O=C(COC(=O)c1ccc(Cl)c(S(=O)(=O)N2CCCCCC2)c1)Nc1ccccc1

Atom charges from the Löwdin analysis, given in e for atoms 1 to 8: number 1, Cl, carries 0.793; number 2, S, carries 0.637; number 3, O, carries 0.155; number 4, O, carries -0.298; number 5, O, carries 0.094; number 6, O, carries -0.009; number 7, O, carries -0.269; number 8, N, carries 0.144

Here is a 2-piece molecular cluster, C8H18BN3 overall in a non-equilibrium geometry from the Open Molecules 2025 dataset. Energies are from ωB97M-V with the def2-TZVPD basis set.

Atoms and positions in Å:
N 1.112 1.897 0.205
N 1.448 -0.583 -0.661
N -1.445 -0.483 0.195
C 1.485 -2.002 -0.249
C 1.241 -2.156 1.286
C 2.758 -1.377 -0.713
C -3.899 -0.131 -0.222
C -0.011 2.514 0.756
C 2.190 2.815 -0.183
C -2.469 -0.318 -0.720
C -1.775 -1.576 -0.569
B 0.873 0.589 -0.163
H -1.151 -2.051 -1.236
H 3.461 -1.184 0.144
H -2.476 -2.392 -0.070
H 0.815 -2.674 -0.821
H -4.280 -0.961 0.372
H 1.515 -3.262 1.591
H 1.573 3.701 -0.514
H 2.746 3.264 0.705
H -4.512 -0.147 -1.112
H -2.305 0.239 -1.701
H 0.035 3.651 0.559
H -3.810 0.865 0.164
H 3.255 -1.622 -1.679
H 1.719 -1.430 1.962
H 0.087 -2.009 1.336
H 2.833 2.191 -0.897
H -0.053 2.544 1.851
H -0.964 2.088 0.380

Computed properties:
* E_tot: -504.53026 Eh
* HOMO energy (spin up / spin down): -6.790 / -6.789 eV
* multiplicity: 1
* charge: 0
* gap between HOMO and LUMO (spin up / spin down): 7.35 / 7.35 eV

Atom charges from the Löwdin analysis, given in e for atoms 1 to 8: number 1, N, carries -0.145; number 2, N, carries 0.065; number 3, N, carries -0.019; number 4, C, carries -0.317; number 5, C, carries -0.062; number 6, C, carries -0.043; number 7, C, carries -0.070; number 8, C, carries -0.119

Here is one molecule with the formula C6H7N3O in a non-equilibrium geometry from the Open Molecules 2025 dataset. Energies are from ωB97M-V with the def2-TZVPD basis set.

Atoms and positions in Å:
O -0.235 -1.836 -1.528
N -1.294 2.394 -1.460
N -0.455 0.480 -1.016
N 0.586 -0.862 0.445
C 0.886 -2.220 0.986
C -0.163 1.325 0.068
C -1.114 1.227 -1.948
C -0.153 -0.839 -0.845
C 0.498 0.422 1.161
C -0.634 2.546 -0.278
H 0.037 -2.728 1.451
H -0.255 0.198 1.842
H -0.703 3.346 0.365
H 1.472 -2.767 0.177
H 1.436 0.687 1.673
H 1.568 -2.184 1.877
H -1.479 0.811 -2.970

Computed properties:
* E_tot: -472.31226 Eh
* HOMO energy: -9.228 eV
* multiplicity: 1
* charge: 0
* gap between HOMO and LUMO: 9.88 eV
* energy relative to the best compared isomer or geometry (same formula, charge and spin): 18.6 kcal/mol
* structure (SMILES): CN1Cc2cncn2C1=O

Atom charges from the Löwdin analysis, given in e for atoms 1 to 8: number 1, O, carries 0.097; number 2, N, carries 0.052; number 3, N, carries 0.042; number 4, N, carries -0.103; number 5, C, carries -0.052; number 6, C, carries -0.112; number 7, C, carries -0.139; number 8, C, carries -0.401